[1]
Here is the molecule C6H14ClN3O5S2 in a non-equilibrium geometry from the Open Molecules 2025 dataset. Energies are from wB97M-V/def2-TZVPD.

Each line ends with the Mulliken charge.
Cartesian coordinates (Å):
H1 -3.83 -2.45 -1.40  0.3294
O1 -1.87 -2.37 1.99  -0.6328
H2 -0.55 -1.57 4.19  0.3394
H3 1.34 -2.38 -0.27  0.2220
C1 1.82 -1.70 -1.12  -0.7587
S1 0.64 -0.52 -1.56  1.0975
C2 0.23 -0.85 3.89  -0.8984
O2 1.31 0.62 -2.19  -0.6113
H4 2.01 -2.25 -2.08  0.4103
O3 1.90 -0.32 2.29  -0.5879
N1 -0.49 -0.73 1.13  -0.1158
O4 -0.51 -1.08 -2.29  -0.7049
H5 0.79 3.29 0.08  0.3306
H6 1.55 1.65 0.32  0.2235
H7 2.75 -1.25 -0.86  0.3235
Cl1 0.60 2.46 2.33  -0.2221
N2 -2.31 -1.76 -0.08  -0.1156
H8 -2.90 -3.70 -0.74  0.3568
C3 -1.49 -1.69 1.04  0.4712
H9 -0.10 0.21 3.87  0.2706
H10 -4.11 -2.86 0.35  0.2752
C4 -0.55 1.45 0.14  -0.9316
N3 -0.06 0.10 0.05  0.1176
H11 -0.98 1.82 -0.77  0.3427
C5 -3.30 -2.77 -0.46  -0.9409
C6 0.68 2.23 0.52  -0.1370
O5 1.00 -2.71 2.03  -0.6965
S2 0.77 -1.23 2.31  1.1374
H12 -1.93 -1.34 -0.92  0.3058
H13 -1.38 1.51 0.84  0.4663
H14 1.09 -0.89 4.69  0.3335

The lowest unoccupied orbital energy comes out at 0.41 eV. As for the net charge: 0. As for the energy: -2033.9315 Ha. Its structure (SMILES) is CNC(=O)N(N(CCCl)S(C)(=O)=O)S(C)(=O)=O. The calculation puts the orbital gap at 10.28 eV. The calculation puts the HOMO energy at -0.3627 Ha.

[2]
Here is a cluster of 2 separate species, C25H28F2NO2 in total in a non-equilibrium geometry from the Open Molecules 2025 dataset. Energies are from wB97M-V/def2-TZVPD.

Each line ends with the Mulliken charge.
Cartesian coordinates (Å):
H1 -4.14 -1.15 3.80  0.3780
H2 1.27 -4.36 3.30  0.3398
H3 0.81 0.99 -0.81  0.2166
H4 -5.43 -2.33 3.52  0.3765
F1 1.95 0.73 -5.89  -0.2979
H5 -3.78 0.59 1.00  0.3525
C1 -2.35 -2.30 1.95  0.6417
H6 2.17 2.84 -4.50  0.8001
C2 1.17 -0.35 -3.93  -0.5625
C3 -0.01 -2.92 2.38  0.5411
H7 0.00 -5.84 1.07  0.2639
F2 3.89 6.29 -4.98  -0.2823
C4 3.35 6.69 -1.41  -0.5774
C5 2.38 4.51 -2.11  1.0101
C6 3.72 7.01 -2.73  -0.4107
H8 3.58 7.39 -0.62  0.3956
H9 -0.24 -6.11 2.81  0.2910
O1 0.38 -1.44 0.50  -0.5542
C7 3.46 6.04 -3.69  0.0639
N1 -1.31 -3.23 1.83  0.2263
C8 1.52 2.12 -2.51  0.8052
O2 1.57 -1.11 2.36  -0.3755
C9 1.64 3.34 -1.75  -0.4136
C10 -2.43 -1.06 1.32  -0.8984
H10 -4.02 -3.70 2.13  0.3057
H11 1.05 -1.28 -4.47  0.5071
C11 0.66 -1.78 1.65  -0.1160
C12 2.84 4.83 -3.43  -0.6955
C13 -4.56 -1.85 3.06  -0.9889
H12 1.57 -4.19 1.55  0.3270
C14 0.79 -4.24 2.32  -0.5394
H13 1.11 3.42 -0.79  0.4388
H14 -3.19 -3.41 3.63  0.4412
H15 -5.76 -0.41 1.95  0.3622
C15 1.06 0.94 -1.87  -0.1344
H16 0.98 0.69 1.55  0.2647
C16 1.91 0.12 1.68  -0.6746
H17 2.40 5.28 -0.08  0.3838
C17 1.82 2.00 -3.90  -0.6134
H18 -2.18 -5.02 1.06  0.3492
C18 2.70 5.50 -1.11  -0.6248
H19 -3.99 -0.74 -0.10  0.2641
H20 2.32 -0.12 0.69  0.2620
H21 2.62 0.64 2.31  0.3340
C19 -0.23 -5.35 2.02  -0.6088
H22 -0.11 -2.60 3.43  0.2743
H23 4.23 7.94 -2.98  0.4645
C20 1.63 0.80 -4.56  -0.0709
H24 0.60 -1.14 -2.01  0.4760
C21 -1.59 -4.66 1.92  -0.7690
H25 -1.57 -0.55 0.89  0.2911
C22 -3.78 -0.51 0.96  -0.6387
C23 0.91 -0.25 -2.56  -0.4385
H26 2.68 4.15 -4.25  0.5243
C24 -4.96 -1.13 1.76  -0.7218
C25 -3.52 -2.90 2.71  -0.5635
H27 -2.18 -4.92 2.82  0.3359
H28 -5.39 -1.89 1.09  0.2621

The value obtained for the energy above the lowest of the compared OMol25 structures with the same formula, charge and spin is 27.0 kcal/mol. The lowest unoccupied orbital energy comes out at -6.40 eV. As for the net charge: +1. As for the energy: -1374.0617 Ha. The calculation puts the orbital gap at 2.94 eV. The calculation puts the HOMO energy at -0.3433 Ha.

[3]
Here is a structure of composition C12H17ClO3Re in a non-equilibrium geometry from the Open Molecules 2025 dataset. Energies are from wB97M-V/def2-TZVPD.

Each line ends with the Mulliken charge.
Cartesian coordinates (Å):
H1 4.05 3.42 0.45  0.4147
H2 2.22 1.98 1.47  0.2694
H3 -1.24 -4.20 -0.07  0.3348
H4 -1.44 1.14 -0.81  0.3578
C1 -2.09 -3.57 -0.35  -1.1940
O1 -0.47 0.26 2.59  -0.2158
O2 2.94 0.00 -0.67  -0.2444
C2 2.01 2.82 0.80  -0.3821
C3 -1.67 -2.24 -0.87  0.8779
H5 1.76 3.71 1.41  0.3769
C4 -0.54 -0.53 -2.00  -1.0495
H6 -2.64 -4.12 -1.11  0.3797
H7 -2.72 -3.44 0.55  0.3698
Cl1 1.47 -2.79 1.16  -0.1477
H8 -0.51 -2.67 -2.72  0.4962
H9 -1.84 4.39 0.04  0.4085
C5 3.18 3.10 -0.12  -0.9976
C6 -1.19 3.60 0.44  -0.9722
C7 -0.83 -1.94 -1.99  -0.3670
H10 -2.63 -0.89 0.63  0.5285
C8 1.85 -0.40 -0.50  0.4712
O3 0.85 2.39 0.09  -0.1526
H11 -0.85 3.91 1.43  0.3209
H12 3.45 2.21 -0.67  0.2154
C9 -0.23 -0.34 1.62  0.4501
H13 -1.81 2.70 0.53  0.2294
H14 0.03 0.00 -2.74  0.6226
C10 -1.28 0.08 -0.93  -0.0538
C11 -1.98 -0.98 -0.24  -0.9699
H15 2.93 3.89 -0.83  0.3134
H16 -0.39 2.91 -1.43  0.3694
Re1 0.14 -1.29 -0.07  1.0943
H17 0.50 4.33 -0.70  0.4295
C12 -0.02 3.37 -0.50  -0.5837

The lowest unoccupied orbital energy (alpha / beta) comes out at -8.18 / -12.39 eV. As for the net charge: +2. As for the energy: -1230.9139 Ha. Its spin multiplicity is 4. The calculation puts the orbital gap (alpha / beta) at 8.03 / 3.77 eV. The calculation puts the HOMO energy (alpha / beta) at -0.5958 / -0.5941 Ha.

Q: Among the records above, which one has the lowest net charge?
A: C6H14ClN3O5S2

Q: The lowest net charge belongs to which entry?
A: C6H14ClN3O5S2

Q: What is the energy in the third record?
A: -1230.9139 Ha